Here is 2 unconnected molecules or ions with the total composition C2H6N at a distorted geometry from the OMol25 dataset. Energies are from the ωB97M-V functional and the def2-TZVPD basis.

Charge   +1
Highest occupied orbital energy (spin up / spin down)   -0.6681 / -0.5744 Eh
Orbital gap (spin up / spin down)   14.364 / 6.439 eV
Relative energy (zero: lowest compared OMol25 entry of this formula, charge and spin)   147.8 kcal per mole
LUMO energy (spin up / spin down)   -3.81 / -9.19 eV

Last column: Mulliken charge in e.
Element x y z (Å)
C -0.819 -0.678 0.041  -0.310
C -0.406 0.732 0.019  -0.219
N 0.482 -0.354 -0.348  -0.084
H -0.930 -1.101 1.057  0.268
H -1.568 -0.929 -0.537  0.355
H -0.528 1.410 -0.720  0.339
H -0.027 1.222 0.873  0.247
H 2.946 0.194 0.901  0.101
H 0.849 -0.497 -1.285  0.303

***

Here is C2H6N2 in the gas phase at a distorted geometry from the OMol25 dataset. Energies are from the ωB97M-V functional and the def2-TZVPD basis.

Charge   0
Highest occupied orbital energy   -0.3057 Eh
SMILES   C=NNC
Orbital gap   9.358 eV
Relative energy (zero: lowest compared OMol25 entry of this formula, charge and spin)   71.5 kcal per mole
LUMO energy   1.04 eV

Last column: Mulliken charge in e.
Element x y z (Å)
C 1.118 -1.026 1.216  -0.418
N 0.842 0.060 0.493  -0.366
N -0.401 -0.021 -0.047  -0.171
C -0.761 0.983 -0.976  -0.662
H 0.289 -1.711 1.564  0.271
H 2.126 -0.927 1.665  0.270
H -0.628 -1.104 -0.357  0.307
H -1.555 0.619 -1.636  0.311
H 0.116 1.355 -1.679  0.243
H -1.147 1.772 -0.242  0.214

***

Here is C2H6N2 in the gas phase at a distorted geometry from the OMol25 dataset. Energies are from the ωB97M-V functional and the def2-TZVPD basis.

Charge   0
Highest occupied orbital energy   -0.3343 Eh
SMILES   [H]/N=C(/C)N
Orbital gap   10.016 eV
Relative energy (zero: lowest compared OMol25 entry of this formula, charge and spin)   21.1 kcal per mole
LUMO energy   0.92 eV

Last column: Mulliken charge in e.
Element x y z (Å)
H 0.776 -1.908 -0.231  0.193
N 0.816 -0.956 -0.544  -0.654
C 0.000 -0.128 -0.046  0.496
C 0.050 1.235 -0.660  -0.774
N -0.724 -0.266 1.094  -0.420
H -0.073 1.088 -1.762  0.238
H -0.579 2.054 -0.222  0.301
H 1.154 1.513 -0.401  0.201
H -1.518 0.364 1.470  0.224
H -0.705 -1.201 1.528  0.195

***

Here is C2H6N2 in the gas phase at a distorted geometry from the OMol25 dataset. Energies are from the ωB97M-V functional and the def2-TZVPD basis.

Charge   0
Highest occupied orbital energy   -0.3219 Eh
SMILES   C=NNC
Orbital gap   9.640 eV
Relative energy (zero: lowest compared OMol25 entry of this formula, charge and spin)   98.4 kcal per mole
LUMO energy   0.88 eV

Last column: Mulliken charge in e.
Element x y z (Å)
C 2.028 -0.036 -0.015  -0.323
N 0.868 -0.661 -0.022  -0.425
N -0.273 0.165 0.158  -0.141
C -1.575 -0.201 -0.004  -0.747
H 2.389 0.985 0.154  0.264
H 2.941 -0.522 0.204  0.272
H -0.254 1.041 -0.652  0.281
H -2.039 0.770 -0.092  0.321
H -2.080 -0.450 0.951  0.259
H -2.004 -1.091 -0.684  0.238

***

Here is C2H6N2 in the gas phase at a distorted geometry from the OMol25 dataset. Energies are from the ωB97M-V functional and the def2-TZVPD basis.

Charge   0
Highest occupied orbital energy   -0.3256 Eh
SMILES   [H]/N=C/NC
Orbital gap   9.866 eV
Relative energy (zero: lowest compared OMol25 entry of this formula, charge and spin)   38.4 kcal per mole
LUMO energy   1.01 eV

Last column: Mulliken charge in e.
Element x y z (Å)
H -0.347 2.857 -0.246  0.250
N -0.012 2.191 0.485  -0.693
C -0.228 0.995 -0.029  0.154
N 0.319 -0.100 0.416  -0.282
C 0.009 -1.463 -0.062  -0.848
H -0.698 1.014 -1.113  0.191
H 1.266 0.071 0.811  0.272
H 0.476 -1.658 -0.988  0.329
H 0.269 -2.203 0.694  0.327
H -1.055 -1.704 0.032  0.299

***

Here is C2H6N2 in the gas phase at a distorted geometry from the OMol25 dataset. Energies are from the ωB97M-V functional and the def2-TZVPD basis.

Charge   0
Highest occupied orbital energy   -0.3276 Eh
SMILES   [H]/N=N\CC
Orbital gap   9.899 eV
Relative energy (zero: lowest compared OMol25 entry of this formula, charge and spin)   60.1 kcal per mole
LUMO energy   0.99 eV

Last column: Mulliken charge in e.
Element x y z (Å)
H 1.358 0.292 -1.229  0.205
N 1.513 1.142 -0.645  -0.400
N 0.768 1.266 0.319  -0.115
C -0.249 0.333 0.688  -0.029
C -0.526 -0.867 -0.195  -1.199
H -0.120 0.107 1.749  0.310
H -0.946 1.246 0.558  0.224
H -1.398 -1.400 0.176  0.314
H -0.725 -0.568 -1.224  0.363
H 0.324 -1.551 -0.196  0.328

***

Here is 2 unconnected molecules or ions with the total composition C2H6N2 at a distorted geometry from the OMol25 dataset. Energies are from the ωB97M-V functional and the def2-TZVPD basis.

Charge   0
Highest occupied orbital energy   -0.3696 Eh
SMILES   C=N.C=N
Orbital gap   10.978 eV
Relative energy (zero: lowest compared OMol25 entry of this formula, charge and spin)   75.4 kcal per mole
LUMO energy   0.92 eV

Last column: Mulliken charge in e.
Element x y z (Å)
C -2.752 0.105 -0.789  -0.198
N -3.191 0.083 0.427  -0.462
H -2.099 0.907 -1.139  0.210
H -2.469 -0.769 -1.399  0.200
H -3.297 -0.907 0.753  0.250
C 3.257 0.333 0.613  -0.210
N 2.493 -0.465 -0.113  -0.463
H 3.526 -0.099 1.525  0.244
H 3.989 1.108 0.178  0.204
H 2.208 -0.190 -1.057  0.226

***

Here is a gas-phase ion, C2H6N2 (charge +1) at a distorted geometry from the OMol25 dataset. Energies are from the ωB97M-V functional and the def2-TZVPD basis.

2S+1   2
Charge   +1
Highest occupied orbital energy (spin up / spin down)   -0.5390 / -0.5801 Eh
Orbital gap (spin up / spin down)   10.356 / 8.470 eV
Relative energy (zero: lowest compared OMol25 entry of this formula, charge and spin)   15.6 kcal per mole
LUMO energy (spin up / spin down)   -4.31 / -7.31 eV

Last column: Mulliken charge in e.
Element x y z (Å)
C 0.136 0.735 -0.188  0.279
C 0.272 -0.603 -0.088  -0.303
N -0.264 -1.553 -1.061  -0.489
N 0.005 1.584 0.864  -0.293
H 0.279 1.193 -1.184  0.334
H 0.475 -1.132 0.850  0.300
H 0.348 -2.258 -0.655  0.327
H -1.206 -1.905 -0.942  0.314
H 0.009 1.403 1.859  0.257
H -0.054 2.537 0.545  0.274

***

Here is C2H6N2O in the gas phase at a distorted geometry from the OMol25 dataset. Energies are from the ωB97M-V functional and the def2-TZVPD basis.

Charge   0
Highest occupied orbital energy   -0.3154 Eh
SMILES   CO/C=N\N
Orbital gap   9.500 eV
Relative energy (zero: lowest compared OMol25 entry of this formula, charge and spin)   57.9 kcal per mole
LUMO energy   0.92 eV

Last column: Mulliken charge in e.
Element x y z (Å)
C 1.766 -0.784 0.848  -0.689
O 0.622 0.018 0.490  -0.375
C -0.064 -0.483 -0.575  0.111
N -1.167 0.080 -0.942  -0.369
N -1.412 1.247 -0.194  -0.423
H 1.453 -1.792 1.172  0.327
H 2.238 -0.277 1.720  0.230
H 2.502 -0.906 0.022  0.299
H 0.267 -1.379 -1.092  0.398
H -2.444 1.396 -0.227  0.261
H -1.150 1.126 0.803  0.231

***

Here is C2H6N2O in the gas phase at a distorted geometry from the OMol25 dataset. Energies are from the ωB97M-V functional and the def2-TZVPD basis.

Charge   0
Highest occupied orbital energy   -0.3135 Eh
SMILES   CO/C=N/N
Orbital gap   9.651 eV
Relative energy (zero: lowest compared OMol25 entry of this formula, charge and spin)   58.3 kcal per mole
LUMO energy   1.12 eV

Last column: Mulliken charge in e.
Element x y z (Å)
C 0.390 0.699 -1.746  -0.657
O -0.700 -0.085 -1.229  -0.328
C -0.623 -0.285 0.095  0.134
N 0.457 -0.017 0.749  -0.207
N 0.355 -0.305 2.126  -0.620
H 1.360 0.249 -1.609  0.287
H 0.406 1.657 -1.230  0.302
H 0.068 0.919 -2.770  0.243
H -1.574 -0.674 0.465  0.345
H -0.246 -1.148 2.313  0.248
H 1.298 -0.550 2.438  0.255